A.
Density functional theory data (ωB97M-V/def2-TZVPD) for an isolated molecule of C18H26N2O3.

The calculation puts the LUMO energy at 0.64 eV. The SMILES is CCOc1cc(/C=N/NC(=O)C2CCCC2)ccc1OC(C)C.

Geometry (Å):
C1 2.173 3.142 -0.515
C2 2.563 2.706 0.895
O1 3.297 1.500 0.910
C3 2.652 0.313 0.758
C4 1.283 0.158 0.631
C5 0.709 -1.110 0.506
C6 1.527 -2.235 0.526
C7 2.895 -2.090 0.653
C8 3.476 -0.835 0.752
O2 4.832 -0.697 0.939
C9 5.667 -0.697 -0.218
C10 5.281 0.398 -1.212
H1 5.217 1.354 -0.700
H2 6.029 0.462 -1.998
H3 4.316 0.175 -1.663
C11 5.717 -2.061 -0.908
H4 6.485 -2.049 -1.678
H5 5.958 -2.839 -0.188
H6 4.761 -2.290 -1.374
H7 6.654 -0.472 0.204
H8 3.532 -2.960 0.690
H9 1.091 -3.220 0.444
C12 -0.725 -1.266 0.361
N1 -1.478 -0.236 0.321
N2 -2.824 -0.309 0.184
C13 -3.660 -1.380 0.046
O3 -3.299 -2.536 0.025
C14 -5.122 -0.972 -0.080
H10 -5.672 -1.896 -0.270
C15 -5.647 -0.300 1.207
H11 -6.178 -1.010 1.839
C16 -6.551 0.831 0.718
C17 -5.842 1.331 -0.537
H12 -6.495 1.920 -1.180
C18 -5.376 0.042 -1.219
H13 -6.167 -0.335 -1.866
H14 -4.492 0.196 -1.838
H15 -4.992 1.958 -0.260
H16 -6.682 1.610 1.468
H17 -7.533 0.437 0.454
H18 -4.821 0.110 1.791
H19 -3.240 0.613 0.178
H20 -1.095 -2.285 0.287
H21 0.611 1.000 0.629
H22 3.244 3.442 1.334
H23 1.678 2.629 1.538
H24 1.660 4.099 -0.473
H25 3.064 3.246 -1.130
H26 1.518 2.410 -0.981



B.
Density functional theory data (ωB97M-V/def2-TZVPD) for C18H26N2O3 as an isolated structure.

The calculation puts the LUMO energy at 0.38 eV.

Geometry (Å):
C1 -5.891 0.988 0.084
C2 -5.283 0.564 -1.241
O1 -4.005 1.040 -1.235
C3 -3.782 2.395 -1.531
C4 -2.366 2.617 -2.163
H1 -1.963 2.087 -2.843
C5 -1.071 2.780 -0.973
N1 -1.022 1.197 -0.419
C6 -0.356 0.291 -1.175
O2 0.169 0.642 -2.305
C7 -0.437 -0.948 -0.279
H2 0.516 -1.631 -0.447
H3 -1.252 -1.614 -1.174
C8 -0.878 -0.537 1.031
H4 -1.542 -1.450 1.366
C9 0.497 -0.386 1.844
O3 0.564 -1.129 2.651
N2 1.321 0.561 1.462
H5 0.953 0.986 0.712
C10 2.596 0.750 2.189
H6 2.579 -0.176 2.933
C11 3.815 0.499 1.257
C12 3.545 -0.916 0.632
C13 3.975 -1.959 1.338
C14 3.569 -3.582 0.864
C15 3.134 -3.486 -0.562
C16 2.935 -2.386 -1.499
C17 2.979 -1.141 -0.632
H7 2.924 -0.189 -1.380
H8 2.528 -2.419 -2.360
H9 3.034 -4.541 -0.883
H10 3.933 -4.354 1.283
H11 4.210 -1.948 2.299
H12 3.675 1.138 0.218
H13 4.669 0.491 1.592
H14 2.553 1.712 2.736
C18 -1.663 0.622 0.757
H15 -1.302 1.686 1.668
H16 -2.635 0.629 0.690
H17 -0.203 3.088 -1.153
H18 -1.514 3.449 -0.095
H19 -2.138 3.923 -2.239
H20 -3.842 2.928 -0.571
H21 -4.375 2.718 -2.369
H22 -5.680 0.730 -1.997
H23 -5.164 -0.529 -1.346
H24 -6.866 0.450 0.005
H25 -5.360 0.692 0.788
H26 -6.147 1.876 0.198



A is the most stable structure; the next one sits 0.5825 hartree above it.



A.
Density functional theory data (ωB97M-V/def2-TZVPD) for an isolated molecule of CH6N2.

The calculation puts the LUMO energy at 1.21 eV. The SMILES is NCN.

Geometry (Å):
N1 -0.390 1.073 -0.461
C1 0.144 -0.269 -0.509
N2 0.427 -0.937 0.754
H1 -1.356 1.147 -0.188
H2 0.213 1.754 -0.033
H3 -0.520 -0.908 -1.086
H4 1.084 -0.194 -1.052
H5 0.801 -0.298 1.441
H6 -0.404 -1.368 1.136



B.
Density functional theory data (ωB97M-V/def2-TZVPD) for a 2-piece molecular cluster, CH6N2 overall.

The calculation puts the LUMO energy at 0.60 eV.

Geometry (Å):
C1 -0.057 0.921 0.518
N1 0.301 -1.343 0.035
N2 0.444 -0.073 -0.320
H1 -1.166 1.185 0.414
H2 0.014 0.594 1.467
H3 0.534 1.885 0.310
H4 0.722 -1.839 -0.669
H5 -0.772 -1.650 0.033
H6 -0.020 0.320 -1.788



A is the most stable structure; the next one sits 0.1516 hartree above it.



A.
Density functional theory data (ωB97M-V/def2-TZVPD) for an isolated molecule of CH6N2.

The calculation puts the LUMO energy at 1.14 eV. The SMILES is CNN.

Geometry (Å):
C1 -1.045 -0.123 0.127
N1 1.456 -0.117 -0.184
N2 0.363 0.278 0.613
H1 -0.834 -1.036 -0.414
H2 -1.632 -0.138 1.082
H3 -1.623 0.523 -0.412
H4 1.403 -0.995 -0.647
H5 1.536 0.387 -1.084
H6 0.375 1.220 0.918



B.
Density functional theory data (ωB97M-V/def2-TZVPD) for a 2-piece molecular cluster, CH6N2 overall.

The calculation puts the LUMO energy (spin up / spin down) at 0.34 / 0.33 eV.

Geometry (Å):
C1 -0.179 -1.599 0.064
N1 -0.081 1.364 -0.159
N2 -1.068 -1.800 -0.919
H1 -0.063 -0.488 0.184
H2 -0.514 -2.013 1.033
H3 0.823 -1.997 -0.179
H4 0.811 1.728 -0.469
H5 -0.777 1.548 -0.866
H6 -0.342 1.856 0.688



A is the most stable structure; the next one sits 0.0655 hartree above it.



A.
Density functional theory data (ωB97M-V/def2-TZVPD) for C6H32NO11 as an isolated structure.

The calculation puts the LUMO energy at 2.76 eV. The total charge is -1.

Geometry (Å):
C1 1.217 -0.544 3.556
O1 1.455 -1.805 3.035
C2 -0.284 -0.222 3.547
C3 -0.721 1.190 3.108
C4 -0.652 1.261 1.622
C5 0.419 1.648 0.918
N1 0.589 1.510 -0.457
C6 -1.813 0.691 0.847
H1 1.833 0.289 3.089
H2 1.693 -0.404 4.524
H3 -0.746 -0.964 2.889
H4 -0.653 -0.385 4.576
H5 -1.729 1.422 3.444
H6 -0.044 1.950 3.496
H7 1.263 2.036 1.479
H8 1.497 1.762 -0.825
H9 0.320 0.571 -0.736
H10 -2.540 0.314 1.582
H11 -1.648 -0.071 0.087
H12 -2.376 1.444 0.282
H13 -0.264 -0.259 -3.753
H14 -0.330 1.253 -3.839
O2 -0.239 0.466 -4.385
H15 -0.732 -2.449 0.069
H16 -2.080 -3.102 -0.580
O3 -1.399 -3.315 0.071
H17 2.171 3.321 -2.768
H18 2.061 1.808 -3.114
O4 2.495 2.451 -2.504
H19 1.717 -0.402 -3.405
H20 3.111 0.263 -3.100
O5 2.401 0.192 -3.748
H21 -0.507 3.533 -1.150
H22 -0.185 3.105 -2.515
O6 -0.468 3.893 -2.046
H23 -2.886 -3.164 1.133
H24 -2.832 -2.195 2.448
O7 -3.366 -2.599 1.771
H25 -0.083 -4.213 -0.502
H26 0.997 -1.932 2.197
O8 0.744 -4.646 -0.840
H27 -1.679 3.496 1.896
H28 -1.443 4.444 0.736
O9 -1.347 4.374 1.693
H29 1.093 -2.408 -0.119
H30 0.986 -4.316 -1.706
O10 0.441 -1.710 -0.269
H31 0.413 -2.393 -3.111
H32 0.301 -1.743 -1.452
O11 0.483 -1.622 -2.668



B.
Density functional theory data (ωB97M-V/def2-TZVPD) for a 11-piece molecular cluster, C6H32NO11 overall.

The calculation puts the LUMO energy at 2.77 eV. The total charge is -1.

Geometry (Å):
C1 3.112 2.277 -0.326
O1 3.184 3.695 -0.062
C2 1.880 1.632 0.261
C3 1.845 0.126 -0.046
C4 1.303 -0.189 -1.380
C5 0.221 -0.907 -1.683
N1 -0.334 -0.896 -2.954
C6 -0.832 -2.160 -3.539
H1 4.052 1.797 -0.055
H2 3.169 2.228 -1.442
H3 1.925 1.787 1.354
H4 0.993 2.298 0.059
H5 1.222 -0.266 0.763
H6 2.860 -0.209 0.085
H7 1.799 0.229 -2.258
H8 -0.364 -1.491 -0.967
H9 0.046 -0.261 -3.665
H10 -1.610 -2.468 -2.863
H11 -1.408 -1.924 -4.486
H12 -0.155 -3.061 -3.660
H13 0.847 2.499 -2.331
H14 2.320 4.035 0.189
O2 1.375 3.240 -2.672
H15 1.235 -1.086 2.614
H16 0.441 -0.176 3.606
O3 1.296 -0.625 3.450
H17 -1.858 0.297 -2.513
H18 1.745 3.799 -1.985
O4 -2.420 1.072 -2.683
H19 3.158 0.428 3.804
H20 2.474 -0.368 4.785
O5 3.077 0.410 4.772
H21 -1.678 -1.758 0.491
H22 -3.073 -2.622 0.467
O6 -2.171 -2.641 0.796
H23 -1.773 -1.008 3.162
H24 -1.465 -0.074 1.978
O7 -1.354 -0.154 3.003
H25 -3.795 -1.045 1.744
H26 -4.154 0.398 2.062
O8 -4.505 -0.397 1.650
H27 -1.176 1.120 -0.354
H28 -2.421 -0.081 -0.047
O9 -1.570 -0.262 0.372
H29 -0.903 -3.833 1.385
H30 -0.618 -4.998 0.434
O10 -0.268 -4.556 1.212
H31 -2.160 2.349 -0.205
H32 -2.271 1.658 -1.920
O11 -1.242 2.140 -0.403



A is the most stable structure; the next one sits 0.0231 hartree above it.



A.
Density functional theory data (ωB97M-V/def2-TZVPD) for an isolated molecule of C4H5NO3.

The calculation puts the LUMO energy at 0.47 eV. The SMILES is Nc1oc(O)cc1O.

Geometry (Å):
C1 -0.017 -0.744 0.573
C2 -0.582 0.650 -1.047
C3 0.715 0.913 -0.720
C4 1.100 -0.138 0.244
H1 -0.751 -2.401 1.940
H2 -1.479 -0.632 2.241
H3 -2.470 0.553 -1.671
H4 1.606 1.509 -1.166
H5 2.311 -0.543 1.630
N1 -0.663 -1.300 1.877
O1 -0.977 -0.228 -0.288
O2 -1.717 1.259 -1.564
O3 2.460 -0.215 0.551



B.
Density functional theory data (ωB97M-V/def2-TZVPD) for C4H5NO3 as an isolated structure.

The calculation puts the LUMO energy at 0.08 eV.

Geometry (Å):
C1 -0.158 0.335 -0.829
C2 0.552 1.028 0.252
C3 -0.529 -0.023 0.616
C4 -1.981 -0.128 0.986
H1 1.360 -0.322 -1.820
H2 -0.842 0.839 -1.499
H3 0.242 2.098 0.057
H4 1.482 -0.664 0.887
H5 0.339 -1.417 -0.190
N1 -3.004 -0.126 1.569
O1 0.476 -0.805 -1.485
O2 1.875 0.461 0.581
O3 0.187 -1.275 0.876



A is the most stable structure; the next one sits 0.0178 hartree above it.



A.
Density functional theory data (ωB97M-V/def2-TZVPD) for a 2-piece molecular cluster, C4H10NO3 overall.

The calculation puts the LUMO energy at -2.98 eV. The total charge is +1.

Geometry (Å):
C1 1.534 -0.669 -2.435
C2 2.261 -1.102 -3.363
C3 -0.348 -0.678 1.930
C4 -1.261 0.879 0.194
N1 -0.011 0.517 1.167
O1 0.953 -0.075 -1.570
O2 -1.201 2.132 -0.244
O3 -2.324 0.781 1.050
H1 2.600 -2.135 -3.438
H2 2.568 -0.310 -4.044
H3 -1.091 0.081 -0.585
H4 0.485 -0.862 2.534
H5 -1.137 -0.513 2.625
H6 -0.481 -1.380 1.155
H7 0.799 0.306 0.683
H8 0.107 1.449 1.782
H9 -0.920 2.420 -1.133
H10 -2.770 1.623 1.340



B.
Density functional theory data (ωB97M-V/def2-TZVPD) for a 2-piece molecular cluster, C4H10NO3 overall.

The calculation puts the LUMO energy at -4.00 eV. The total charge is +1.

Geometry (Å):
O1 0.969 -1.847 1.849
C1 0.703 -1.404 0.783
C2 -0.132 -0.081 0.604
C3 0.760 1.042 0.713
C4 1.450 1.563 -0.558
O2 1.129 1.220 -1.647
N1 -1.358 -0.080 1.470
H1 0.991 -1.973 -0.213
H2 -0.536 -0.187 -0.518
H3 0.209 1.927 1.120
H4 1.528 0.839 1.461
H5 2.231 2.391 -0.328
H6 -1.820 -1.019 1.611
H7 -1.295 0.399 2.419
H8 -2.126 0.385 0.852
H9 -1.023 -1.835 -3.293
H10 -0.704 -0.375 -3.491
O3 -0.977 -0.965 -2.832



B is the most stable structure; the next one sits 0.0025 hartree above it.



A.
Density functional theory data (ωB97M-V/def2-TZVPD) for a 2-piece molecular cluster, C6H12NO3 overall.

The calculation puts the LUMO energy at 3.63 eV. The total charge is -1.

Geometry (Å):
C1 0.162 -2.727 -1.089
C2 -0.056 -2.050 0.312
C3 -0.181 -1.758 -2.183
O1 -1.115 -2.000 -2.943
N1 0.555 -0.612 -2.259
H1 1.238 -2.851 -1.100
H2 -0.591 -3.529 -1.114
H3 -0.847 -2.577 0.812
H4 -0.266 -0.977 0.155
H5 0.344 0.040 -2.990
H6 1.114 -0.289 -1.419
H7 0.852 -1.996 0.918
C4 -0.134 1.618 1.669
C5 -1.132 2.698 1.266
C6 1.147 1.799 0.960
O2 1.399 1.199 -0.153
O3 2.022 2.488 1.534
H8 0.117 1.850 2.738
H9 -0.556 0.633 1.456
H10 -1.484 2.450 0.254
H11 -0.641 3.686 1.178
H12 -1.947 2.904 1.999



B.
Density functional theory data (ωB97M-V/def2-TZVPD) for a 2-piece molecular cluster, C6H12NO3 overall.

The calculation puts the LUMO energy at 3.27 eV. The total charge is -1.

Geometry (Å):
C1 0.109 0.934 -1.613
C2 0.416 0.048 -2.859
C3 0.908 2.278 -1.673
O1 2.107 2.115 -1.979
O2 0.322 3.282 -1.205
H1 -0.972 1.044 -1.500
H2 0.609 0.491 -0.740
H3 -0.501 -0.264 -3.335
H4 1.138 -0.728 -2.595
H5 1.068 0.679 -3.474
C4 -0.532 -2.243 1.103
C5 -1.936 -2.369 0.571
C6 -0.418 -1.360 2.334
O3 -1.075 -1.661 3.340
N1 0.331 -0.247 2.364
H6 -0.226 -3.238 1.441
H7 0.261 -2.056 0.366
H8 -2.726 -2.238 1.309
H9 -2.118 -3.369 0.151
H10 0.283 0.325 3.176
H11 0.788 0.158 1.558
H12 -2.070 -1.670 -0.252



A is the most stable structure; the next one sits 0.0056 hartree above it.



A.
Density functional theory data (ωB97M-V/def2-TZVPD) for a 2-piece molecular cluster, C9H17N4 overall.

The calculation puts the LUMO energy (spin up / spin down) at -4.29 / -4.59 eV. The total charge is +1.

Geometry (Å):
C1 0.467 1.406 -1.269
C2 2.511 0.482 -0.985
C3 3.685 0.228 -0.370
C4 1.385 1.842 0.881
C5 -0.904 -1.153 -0.317
C6 -1.317 -1.369 -1.629
C7 -1.105 -0.746 2.209
C8 -2.424 0.646 0.482
C9 -1.779 -0.659 0.843
N1 0.822 0.684 -2.341
N2 2.044 0.199 -2.253
N3 1.441 1.373 -0.355
N4 0.367 -1.467 -0.072
H1 -0.413 2.052 -1.199
H2 4.471 -0.312 -0.819
H3 3.849 0.582 0.708
H4 0.410 2.175 1.234
H5 2.220 1.932 1.512
H6 -1.158 -2.418 -1.929
H7 -0.765 -0.680 -2.231
H8 -2.415 -1.242 -1.751
H9 -0.253 -0.060 2.252
H10 -0.632 -1.658 2.312
H11 -1.772 -0.513 2.970
H12 -2.475 0.711 -0.602
H13 -1.763 1.482 0.893
H14 -3.466 0.935 1.032
H15 -2.758 -1.337 0.826
H16 0.800 -1.926 -0.816
H17 0.926 -1.189 0.785



B.
Density functional theory data (ωB97M-V/def2-TZVPD) for a 2-piece molecular cluster, C9H17N4 overall.

The calculation puts the LUMO energy at -3.23 eV. The total charge is +1.

Geometry (Å):
C1 -1.422 2.105 -2.168
C2 -0.334 1.653 -3.108
C3 -2.018 1.181 -1.462
C4 0.459 0.542 -2.528
C5 1.747 -1.490 0.970
C6 -1.424 -0.240 -1.386
C7 0.120 1.433 2.348
C8 -0.761 -1.010 2.520
C9 0.155 0.030 1.898
N1 1.365 -1.913 -0.236
N2 2.678 -2.167 1.684
N3 1.283 -0.335 1.451
N4 -0.007 -0.227 -1.645
H1 -1.890 3.130 -2.129
H2 -0.667 1.300 -4.113
H3 -2.886 1.241 -0.709
H4 1.494 0.377 -2.814
H5 -1.706 -0.552 -0.443
H6 -2.052 -0.747 -2.185
H7 1.208 1.683 2.682
H8 -0.177 2.229 1.567
H9 -0.650 1.494 3.013
H10 -0.796 -0.815 3.577
H11 -0.511 -2.105 2.216
H12 -1.865 -0.755 2.357
H13 0.127 2.539 -3.442
H14 0.797 -1.465 -0.917
H15 3.293 -2.798 1.237
H16 2.981 -1.484 2.369
H17 1.459 -2.833 -0.602



B is the most stable structure; the next one sits 0.0951 hartree above it.